Record 1
Formula: C5H14N2
Source: OMol25
Level of theory: ωB97M-V/def2-TZVPD

```
! RIJCOSX wB97M-V def2-TZVPD def2/J DEFGRID3
* xyz 0 1
C 0.606 -2.933 -1.727
N 0.127 -1.610 -1.354
C 0.029 -1.110 0.021
C -0.567 0.310 -0.094
C -0.152 1.261 1.051
C 1.134 2.003 0.780
N -1.302 2.209 1.386
H 1.221 -3.250 -0.873
H 1.215 -3.003 -2.612
H -0.197 -3.676 -1.710
H 0.180 -0.895 -2.052
H -0.486 -1.895 0.593
H 0.991 -1.079 0.540
H -0.297 0.794 -1.030
H -1.636 0.100 -0.032
H 0.071 0.728 1.969
H 1.757 1.437 0.062
H 1.118 3.071 0.577
H 1.766 1.916 1.659
H -1.884 1.593 1.946
H -1.764 2.321 0.488
*
```

Summary:
- HOMO level (hartree) = -0.3005
- SMILES = CNCC[C@@H](C)N
- ΔE to the lowest compared entry with this formula, charge and spin (kcal per mole) = 37.3
- electronic energy (eV) = -8391.0007
- Kohn-Sham gap (eV) = 9.25


Record 2
Formula: C14H16ClFN2PdS
Source: OMol25
Level of theory: ωB97M-V/def2-TZVPD

```
! RIJCOSX wB97M-V def2-TZVPD def2/J DEFGRID3
* xyz 2 1
C 2.977 0.237 1.040
C 3.015 1.153 -0.194
C 1.744 1.976 -0.452
F 1.784 3.174 0.208
C 0.475 1.207 -0.192
C 0.054 0.347 -1.226
C -1.104 -0.478 -1.178
C -1.455 -1.398 -2.310
C -0.707 -2.749 -2.122
C 0.143 -3.140 -3.326
Cl -1.871 -4.009 -1.665
C -1.861 -0.416 -0.050
C -1.484 0.437 1.055
N -2.246 0.418 2.118
C -1.825 1.215 3.132
S -2.707 1.238 4.558
C -0.652 2.055 3.057
N 0.092 2.068 2.008
C -0.276 1.253 0.961
H 2.192 0.495 1.746
H 2.892 -0.808 0.754
H 3.917 0.321 1.577
H 3.248 0.562 -1.075
H 3.797 1.894 -0.055
H 1.740 2.205 -1.522
H 0.670 0.299 -2.117
H -1.168 -0.933 -3.249
H -2.529 -1.546 -2.281
H -0.034 -2.642 -1.274
H -0.421 -3.694 -4.068
H 0.560 -2.236 -3.766
H 0.995 -3.721 -2.987
H -2.751 -1.023 0.046
H -3.290 0.021 4.467
H -0.374 2.670 3.906
Pd -3.538 3.550 4.475
*
```

Summary:
- HOMO level (hartree) = -0.5744
- electronic energy (eV) = -47291.5674
- Kohn-Sham gap (eV) = 3.80


Record 3
Formula: C6H6N4
Source: OMol25
Level of theory: ωB97M-V/def2-TZVPD

```
! RIJCOSX wB97M-V def2-TZVPD def2/J DEFGRID3
* xyz 0 1
N -2.749 0.899 0.001
C -1.756 -0.124 -0.100
N -1.957 -1.340 0.050
N -0.844 -1.916 -0.011
C 0.255 -1.020 -0.098
N 1.535 -1.496 0.045
C 2.333 -0.377 0.026
C 1.937 0.802 -0.025
C 0.602 1.132 0.045
C -0.237 0.163 -0.116
H -2.200 1.619 -0.889
H -2.789 1.162 1.147
H -0.741 -2.809 -0.087
H 3.632 -0.501 -0.108
H 2.671 1.626 0.215
H 0.308 2.181 -0.096
*
```

Summary:
- HOMO level (hartree) = -0.3139
- SMILES = Nc1n[nH]c2ncccc12
- ΔE to the lowest compared entry with this formula, charge and spin (kcal per mole) = 124.6
- electronic energy (eV) = -12274.3584
- Kohn-Sham gap (eV) = 8.76


What did the third record say?
Formula: C6H6N4
Source: OMol25
Level of theory: ωB97M-V/def2-TZVPD

```
! RIJCOSX wB97M-V def2-TZVPD def2/J DEFGRID3
* xyz 0 1
N -2.749 0.899 0.001
C -1.756 -0.124 -0.100
N -1.957 -1.340 0.050
N -0.844 -1.916 -0.011
C 0.255 -1.020 -0.098
N 1.535 -1.496 0.045
C 2.333 -0.377 0.026
C 1.937 0.802 -0.025
C 0.602 1.132 0.045
C -0.237 0.163 -0.116
H -2.200 1.619 -0.889
H -2.789 1.162 1.147
H -0.741 -2.809 -0.087
H 3.632 -0.501 -0.108
H 2.671 1.626 0.215
H 0.308 2.181 -0.096
*
```

Summary:
- HOMO level (hartree) = -0.3139
- SMILES = Nc1n[nH]c2ncccc12
- ΔE to the lowest compared entry with this formula, charge and spin (kcal per mole) = 124.6
- electronic energy (eV) = -12274.3584
- Kohn-Sham gap (eV) = 8.76


- Kohn-Sham gap of number 1 (C5H14N2)?
  9.25 eV


- Look up the electronic energy of the second one.
  -47291.5674 eV